Record 1
{
  "formula": "C6H18N2",
  "method": "the ωB97M-V functional and the def2-TZVPD basis",
  "gap_ev": 7.11,
  "total_charge": 0,
  "total_energy_ev": -9491.45553,
  "molar_mass_g_mol": 118.2,
  "symbols": ["C", "C", "C", "N", "H", "H", "H", "H", "H", "H", "H", "H", "H", "C", "C", "C", "N", "H", "H", "H", "H", "H", "H", "H", "H", "H"],
  "coordinates": [[1.66, 0.51, -0.23], [2.79, 0.40, 0.79], [1.91, 1.63, -1.24], [0.35, 0.66, 0.41], [1.61, -0.44, -0.78], [0.33, 1.45, 1.04], [-0.80, 0.36, -0.37], [2.59, -0.42, 1.49], [1.11, 1.68, -1.98], [3.75, 0.22, 0.30], [2.87, 1.33, 1.37], [1.95, 2.60, -0.73], [2.86, 1.49, -1.76], [-1.47, -1.72, -0.31], [-2.90, 0.31, 0.13], [-0.74, -1.81, 1.00], [-1.79, -0.24, -0.68], [-2.01, -0.16, -1.67], [-0.86, -2.07, -1.14], [-2.45, -2.23, -0.38], [-3.05, 1.37, -0.11], [-2.62, 0.21, 1.18], [-3.82, -0.24, -0.05], [0.04, -0.33, 0.95], [-1.40, -2.04, 1.84], [0.06, -2.54, 0.95]]
}

Record 2
{
  "formula": "C6H18N2O2Si",
  "method": "the ωB97M-V functional and the def2-TZVPD basis",
  "gap_ev": 9.50,
  "total_charge": 0,
  "total_energy_ev": -21468.11262,
  "molar_mass_g_mol": 178.3,
  "smiles": "C[Si](C)(OCCN)OCCN",
  "symbols": ["O", "O", "N", "N", "C", "C", "C", "C", "C", "C", "Si", "H", "H", "H", "H", "H", "H", "H", "H", "H", "H", "H", "H", "H", "H", "H", "H", "H", "H"],
  "coordinates": [[0.91, 0.95, -0.22], [-0.86, -0.93, 0.72], [-1.76, 1.50, -1.25], [-0.59, -1.40, -2.33], [0.41, 2.24, -0.26], [-0.97, -2.11, -0.02], [-0.65, 2.37, -1.42], [-0.04, -2.10, -1.27], [1.86, -1.22, 1.58], [0.35, 1.17, 2.58], [0.47, 0.01, 1.10], [-2.07, 1.29, -0.29], [-1.40, 0.63, -1.63], [0.08, -1.49, -3.07], [-1.35, -1.97, -2.66], [1.15, 3.05, -0.08], [-0.20, 2.36, 0.65], [-2.03, -2.20, -0.26], [-0.67, -2.89, 0.69], [-0.29, 2.36, -2.47], [-1.00, 3.38, -1.42], [0.94, -1.72, -0.89], [0.10, -3.15, -1.56], [2.58, -0.66, 2.12], [1.64, -2.09, 2.17], [2.38, -1.74, 0.77], [0.97, 2.03, 2.38], [-0.64, 1.66, 2.84], [0.69, 0.68, 3.49]]
}

Record 3
{
  "formula": "C6H18N4",
  "method": "the ωB97M-V functional and the def2-TZVPD basis",
  "gap_ev": 9.78,
  "total_charge": 0,
  "total_energy_ev": -12472.29518,
  "molar_mass_g_mol": 146.2,
  "smiles": "[H]/N=C(/N)N(C)N.CC(C)C",
  "symbols": ["C", "C", "C", "C", "H", "H", "H", "H", "H", "H", "H", "H", "H", "H", "C", "N", "C", "N", "N", "N", "H", "H", "H", "H", "H", "H", "H", "H"],
  "coordinates": [[-2.62, -0.03, 0.36], [-1.89, 0.83, -0.67], [-3.50, -1.07, -0.33], [-1.62, -0.72, 1.30], [-3.26, 0.62, 0.97], [-1.21, 0.21, -1.26], [-1.29, 1.60, -0.18], [-2.60, 1.31, -1.34], [-2.89, -1.74, -0.94], [-4.23, -0.59, -0.98], [-4.04, -1.67, 0.40], [-2.13, -1.36, 2.02], [-0.92, -1.33, 0.72], [-1.04, 0.02, 1.85], [2.26, -1.26, 0.18], [1.73, 0.04, -0.23], [2.40, 1.19, 0.47], [1.69, 0.12, -1.65], [3.72, 1.46, 0.21], [1.53, 1.80, 1.14], [2.62, 0.29, -2.03], [1.10, 0.92, -1.89], [4.08, 2.23, 0.74], [4.22, 0.89, -0.45], [0.73, 0.99, 0.76], [3.28, -1.42, -0.19], [2.25, -1.31, 1.26], [1.62, -2.03, -0.24]]
}

Record 4
{
  "formula": "C6H18N6",
  "method": "the ωB97M-V functional and the def2-TZVPD basis",
  "gap_ev": [7.44, 7.44],
  "total_charge": 2,
  "total_energy_ev": -15433.01568,
  "molar_mass_g_mol": 174.3,
  "symbols": ["C", "C", "C", "C", "C", "C", "N", "N", "N", "N", "N", "N", "H", "H", "H", "H", "H", "H", "H", "H", "H", "H", "H", "H", "H", "H", "H", "H", "H", "H"],
  "coordinates": [[1.27, -1.19, -1.07], [2.10, -0.71, 0.10], [3.44, -0.20, 0.10], [-1.74, 0.62, -0.60], [-0.73, 1.02, 0.51], [-3.01, -0.02, 0.09], [0.36, -2.06, -0.48], [0.54, -2.12, 0.75], [1.57, -1.34, 1.13], [0.52, 1.29, -0.03], [-3.03, -1.57, -0.07], [0.90, 2.78, 0.09], [0.74, -0.50, -1.66], [1.91, -1.66, -1.79], [4.19, -1.13, -0.09], [3.64, 0.27, 1.07], [3.85, 0.32, -0.77], [-1.27, -0.05, -1.23], [-2.08, 1.46, -1.30], [-1.22, 1.82, 1.18], [-0.74, 0.15, 1.37], [-2.89, 0.23, 1.11], [-3.91, 0.29, -0.43], [1.81, -1.30, 2.16], [-3.89, -1.88, -0.54], [-2.84, -2.11, 0.83], [-2.25, -1.84, -0.60], [1.81, 2.83, -0.32], [0.15, 3.17, -0.41], [0.79, 3.40, 0.94]]
}

Record 5
{
  "formula": "C6H18NO2S",
  "method": "the ωB97M-V functional and the def2-TZVPD basis",
  "gap_ev": 5.56,
  "total_charge": -1,
  "total_energy_ev": -22934.66763,
  "molar_mass_g_mol": 168.3,
  "symbols": ["C", "C", "S", "C", "N", "C", "C", "C", "H", "H", "H", "H", "H", "H", "H", "H", "H", "H", "H", "H", "H", "H", "H", "H", "O", "H", "H", "O"],
  "coordinates": [[-1.35, -1.34, -0.25], [-1.13, -2.05, 1.12], [-0.08, -3.52, 1.10], [0.02, -1.17, -0.95], [0.55, 0.20, -0.94], [1.52, 2.04, 0.29], [1.11, 0.60, 0.39], [2.39, -0.25, 0.70], [-1.72, -0.31, -0.11], [-2.11, -1.94, -0.75], [-0.63, -1.42, 1.84], [-2.05, -2.56, 1.49], [-0.21, -1.36, -2.02], [0.69, -1.97, -0.63], [1.25, 0.39, -1.65], [2.45, 2.12, -0.29], [0.76, 2.68, -0.20], [1.80, 2.40, 1.27], [0.37, 0.41, 1.18], [2.87, -0.01, 1.64], [2.05, -1.28, 0.60], [3.16, -0.23, -0.10], [-1.41, 1.69, 0.63], [-2.84, 1.78, 0.95], [-1.99, 2.07, 1.32], [-1.05, 0.98, -1.98], [-2.44, 0.78, -2.67], [-1.99, 1.26, -1.97]]
}

Record 6
{
  "formula": "C6H18NO4",
  "method": "the ωB97M-V functional and the def2-TZVPD basis",
  "gap_ev": 8.86,
  "total_charge": 1,
  "total_energy_ev": -16186.36406,
  "molar_mass_g_mol": 168.2,
  "symbols": ["C", "O", "C", "C", "C", "C", "N", "C", "H", "H", "H", "H", "H", "H", "H", "H", "H", "H", "H", "H", "H", "H", "O", "H", "H", "O", "H", "H", "O"],
  "coordinates": [[-2.86, -0.77, -0.75], [-1.46, -0.90, -0.90], [-3.26, 0.29, 0.35], [-2.19, 1.31, 0.66], [-0.98, 0.81, 1.40], [0.20, 1.15, 0.89], [1.42, 0.57, 1.35], [2.54, 1.16, 1.43], [-3.43, -0.52, -1.63], [-3.24, -1.68, -0.29], [-1.23, -0.93, -1.80], [-3.44, -0.29, 1.25], [-4.20, 0.74, 0.05], [-1.87, 1.82, -0.25], [-2.59, 2.19, 1.17], [-0.91, 0.26, 2.32], [0.36, 1.79, 0.04], [1.36, -0.38, 1.75], [3.40, 0.65, 1.81], [2.68, 2.21, 1.17], [2.08, -2.65, 2.04], [1.53, -2.44, 0.68], [2.10, -2.01, 1.33], [0.81, -2.05, -3.30], [1.20, -0.85, -4.12], [1.09, -1.14, -3.21], [2.17, 0.14, -1.88], [2.81, 1.51, -1.68], [2.37, 0.79, -1.22]]
}

Record 7
{
  "formula": "C6H18O15PdS6",
  "method": "the ωB97M-V functional and the def2-TZVPD basis",
  "gap_ev": [2.30, 1.85],
  "multiplicity": 4,
  "total_charge": -3,
  "total_energy_ev": -105704.69396,
  "molar_mass_g_mol": 629.0,
  "symbols": ["Pd", "S", "O", "O", "O", "O", "S", "O", "O", "O", "O", "S", "O", "O", "O", "O", "C", "S", "O", "C", "H", "H", "H", "H", "H", "H", "C", "S", "O", "C", "H", "H", "H", "H", "H", "H", "C", "S", "O", "C", "H", "H", "H", "H", "H", "H"],
  "coordinates": [[-24.20, -4.29, 16.07], [-25.40, -1.11, 16.40], [-25.69, -0.50, 17.62], [-24.92, -2.50, 16.44], [-26.77, -1.27, 15.81], [-24.67, -0.21, 15.53], [-24.38, -3.25, 12.98], [-23.51, -2.24, 12.28], [-24.62, -4.43, 12.12], [-23.82, -3.68, 14.21], [-25.69, -2.71, 13.34], [-27.14, -5.54, 15.26], [-27.25, -6.15, 13.96], [-27.32, -4.13, 15.12], [-28.21, -6.06, 16.12], [-25.75, -5.69, 15.67], [-23.98, -5.31, 20.74], [-25.10, -4.56, 19.53], [-24.17, -4.25, 18.32], [-26.10, -6.07, 18.99], [-23.33, -4.58, 21.23], [-23.27, -6.00, 20.29], [-24.60, -5.86, 21.45], [-25.53, -6.61, 18.23], [-27.08, -5.79, 18.58], [-26.32, -6.64, 19.89], [-20.82, -5.80, 18.05], [-22.02, -6.99, 17.29], [-22.85, -6.12, 16.29], [-20.96, -8.03, 16.08], [-20.62, -5.00, 17.35], [-19.83, -6.25, 18.08], [-21.31, -5.44, 18.96], [-21.60, -8.75, 15.56], [-20.29, -8.49, 16.80], [-20.47, -7.40, 15.34], [-20.08, -1.96, 17.26], [-21.88, -2.11, 17.14], [-22.27, -3.54, 16.82], [-22.45, -1.64, 18.87], [-19.83, -1.09, 17.88], [-19.72, -1.78, 16.25], [-19.46, -2.72, 17.74], [-23.44, -2.10, 18.92], [-22.46, -0.57, 19.07], [-21.84, -2.15, 19.61]]
}

Record 8
{
  "formula": "C6H18OSi2",
  "method": "the ωB97M-V functional and the def2-TZVPD basis",
  "gap_ev": 9.36,
  "total_charge": 0,
  "total_energy_ev": -24314.75075,
  "molar_mass_g_mol": 162.4,
  "smiles": "CC[SiH](CC)CC.O=[SiH2]",
  "symbols": ["C", "C", "C", "C", "C", "C", "O", "Si", "Si", "H", "H", "H", "H", "H", "H", "H", "H", "H", "H", "H", "H", "H", "H", "H", "H", "H", "H"],
  "coordinates": [[0.01, -2.71, -1.42], [-2.21, 1.05, 1.97], [-0.26, 2.10, -1.50], [-0.06, -1.18, -1.43], [-2.02, -0.15, 1.03], [0.14, 1.65, -0.09], [3.48, 0.89, 0.70], [3.95, -0.52, 1.02], [-0.24, -0.19, 0.28], [-0.77, -3.13, -0.78], [-0.06, -3.32, -2.31], [1.05, -3.17, -1.12], [-3.14, 0.98, 2.38], [-1.41, 1.07, 2.75], [-2.11, 2.00, 1.38], [-1.28, 1.87, -1.84], [-0.25, 3.13, -1.46], [0.49, 1.79, -2.15], [-0.95, -0.77, -1.94], [0.78, -0.88, -2.03], [-2.86, -0.07, 0.34], [-2.11, -1.09, 1.59], [-0.52, 2.17, 0.61], [1.16, 2.15, 0.10], [0.79, -0.99, 1.35], [3.71, -1.80, 0.30], [4.67, -0.88, 2.27]]
}

Record 9
{
  "formula": "C6H19AgNaO9P2",
  "method": "the ωB97M-V functional and the def2-TZVPD basis",
  "gap_ev": [7.13, 3.11],
  "multiplicity": 2,
  "total_charge": 2,
  "total_energy_ev": -51928.83040,
  "molar_mass_g_mol": 428.0,
  "symbols": ["Na", "Ag", "O", "H", "C", "O", "P", "O", "O", "C", "O", "C", "H", "H", "H", "H", "H", "H", "H", "H", "H", "C", "O", "P", "O", "O", "C", "O", "C", "H", "H", "H", "H", "H", "H", "H", "H", "H"],
  "coordinates": [[5.81, 18.18, 11.06], [5.27, 20.26, 12.55], [4.55, 18.90, 12.04], [3.75, 18.36, 12.25], [3.60, 15.50, 12.77], [2.43, 16.20, 13.01], [1.13, 16.16, 12.01], [0.05, 17.07, 12.41], [1.73, 16.36, 10.56], [2.42, 17.62, 10.31], [0.70, 14.54, 11.86], [0.41, 13.76, 13.01], [3.99, 15.90, 11.83], [3.50, 14.42, 12.68], [4.36, 15.71, 13.53], [2.44, 17.90, 9.25], [3.44, 17.77, 10.66], [1.84, 18.36, 10.87], [1.16, 12.98, 13.18], [-0.50, 13.17, 12.94], [0.04, 14.39, 13.82], [5.66, 14.90, 14.75], [6.16, 15.71, 15.79], [6.49, 17.29, 15.67], [7.40, 17.58, 14.48], [5.07, 17.93, 15.65], [4.38, 18.09, 14.38], [7.16, 17.73, 17.12], [6.39, 17.49, 18.32], [5.75, 15.34, 13.76], [4.67, 14.72, 15.18], [6.19, 13.96, 14.83], [4.72, 19.00, 13.87], [3.30, 18.18, 14.47], [4.72, 17.39, 13.62], [5.54, 16.86, 18.04], [6.15, 18.48, 18.70], [7.08, 17.11, 19.07]]
}

Record 10
{
  "formula": "C6H19CdN2Si",
  "method": "the ωB97M-V functional and the def2-TZVPD basis",
  "gap_ev": [2.87, 2.87],
  "total_charge": -1,
  "total_energy_ev": -21948.30327,
  "molar_mass_g_mol": 259.7,
  "symbols": ["C", "Cd", "N", "N", "H", "H", "H", "H", "H", "H", "H", "H", "H", "H", "C", "Si", "C", "C", "C", "C", "H", "H", "H", "H", "H", "H", "H", "H", "H"],
  "coordinates": [[0.45, 0.77, -3.00], [-0.07, -0.10, -1.15], [-0.84, -0.98, 2.55], [0.45, 1.77, 0.43], [0.05, -1.33, 2.92], [-0.78, -1.14, 1.48], [0.19, 0.10, -3.83], [1.53, 0.97, -3.01], [-0.11, 1.71, -3.13], [1.23, 1.54, 1.05], [-0.35, 2.06, 1.00], [0.73, 2.56, -0.16], [-0.95, 0.01, 2.76], [-1.62, -1.53, 2.94], [1.24, -4.88, 2.40], [0.57, -4.77, 0.65], [1.88, -5.36, -0.55], [-0.99, -5.79, 0.49], [0.14, -3.02, 0.30], [-0.12, -1.84, 0.00], [1.47, -5.93, 2.66], [0.52, -4.50, 3.13], [2.17, -4.30, 2.49], [2.05, -6.44, -0.42], [1.57, -5.17, -1.59], [2.83, -4.83, -0.37], [-1.73, -5.49, 1.24], [-1.44, -5.66, -0.50], [-0.77, -6.86, 0.63]]
}

Record 11
{
  "formula": "C6H19INO2PS2",
  "method": "the ωB97M-V functional and the def2-TZVPD basis",
  "gap_ev": 8.79,
  "total_charge": 0,
  "total_energy_ev": -51173.73022,
  "molar_mass_g_mol": 359.2,
  "symbols": ["N", "C", "C", "P", "I", "H", "H", "H", "H", "H", "H", "H", "C", "S", "O", "C", "H", "H", "H", "H", "H", "H", "C", "S", "O", "C", "H", "H", "H", "H", "H", "H"],
  "coordinates": [[-0.26, -2.15, 4.29], [0.14, -1.73, 2.95], [1.23, -0.65, 2.99], [2.40, -0.46, 1.58], [2.83, -2.76, 0.81], [-1.25, -1.99, 4.46], [-0.08, -3.13, 4.45], [0.50, -2.58, 2.37], [-0.71, -1.32, 2.40], [0.77, 0.34, 3.01], [1.81, -0.75, 3.91], [1.43, -0.19, 0.59], [-0.90, -2.19, -1.12], [-1.57, -0.56, -0.78], [-1.99, -0.58, 0.65], [-3.07, -0.74, -1.75], [0.03, -2.28, -0.55], [-1.62, -2.94, -0.80], [-0.68, -2.29, -2.19], [-3.63, -1.60, -1.38], [-2.82, -0.86, -2.80], [-3.65, 0.17, -1.61], [2.40, 3.49, -1.95], [0.81, 3.24, -1.16], [0.86, 1.89, -0.53], [-0.14, 3.04, -2.68], [3.14, 3.57, -1.16], [2.63, 2.62, -2.58], [2.38, 4.40, -2.54], [0.27, 2.21, -3.25], [-0.11, 3.97, -3.25], [-1.16, 2.82, -2.38]]
}

Record 12
{
  "formula": "C6H19N3",
  "method": "the ωB97M-V functional and the def2-TZVPD basis",
  "gap_ev": 7.44,
  "total_charge": 0,
  "total_energy_ev": -10996.33198,
  "molar_mass_g_mol": 133.2,
  "symbols": ["C", "C", "C", "C", "C", "N", "H", "H", "H", "H", "H", "H", "H", "H", "H", "H", "H", "H", "H", "C", "N", "N", "H", "H", "H", "H", "H", "H"],
  "coordinates": [[0.78, 1.00, -0.85], [0.85, -0.48, 1.14], [2.12, 1.63, -0.59], [0.75, -0.08, -1.90], [1.74, -1.67, 0.79], [-0.32, 1.72, -0.72], [-0.22, 2.50, -0.08], [-1.27, 0.97, -0.43], [1.44, 0.31, 1.61], [0.17, -0.78, 1.95], [1.53, -0.82, -1.73], [2.86, 0.87, -0.34], [2.08, 2.36, 0.22], [2.46, 2.14, -1.50], [0.94, 0.40, -2.87], [-0.21, -0.57, -1.94], [2.23, -2.13, 1.66], [2.55, -1.39, 0.11], [1.17, -2.46, 0.28], [-2.61, 0.16, 1.38], [-1.82, -0.11, 0.19], [-2.33, -1.10, -0.69], [-0.77, -0.39, 0.48], [-3.23, -0.80, -1.05], [-2.46, -1.98, -0.19], [-3.60, 0.55, 1.11], [-2.10, 0.91, 1.98], [-2.74, -0.74, 1.99]]
}